{"formula": "C26H76N2O12", "method": "ωB97M-V/def2-TZVPD", "symbols": ["O", "O", "O", "O", "O", "O", "O", "O", "O", "O", "O", "O", "N", "N", "C", "C", "C", "C", "C", "C", "C", "C", "C", "C", "C", "C", "C", "C", "C", "C", "C", "C", "C", "C", "C", "C", "C", "C", "C", "C", "H", "H", "H", "H", "H", "H", "H", "H", "H", "H", "H", "H", "H", "H", "H", "H", "H", "H", "H", "H", "H", "H", "H", "H", "H", "H", "H", "H", "H", "H", "H", "H", "H", "H", "H", "H", "H", "H", "H", "H", "H", "H", "H", "H", "H", "H", "H", "H", "H", "H", "H", "H", "H", "H", "H", "H", "H", "H", "H", "H", "H", "H", "H", "H", "H", "H", "H", "H", "H", "H", "H", "H", "H", "H", "H", "H"], "xyz": [[-1.827, -4.583, -0.272], [4.005, -1.968, -0.064], [-1.014, 1.535, 6.961], [3.443, -0.698, 4.401], [-1.025, -0.363, -0.400], [-3.279, -2.987, 2.919], [0.633, -0.424, -2.877], [1.105, 3.586, -0.692], [-5.181, 2.205, 1.122], [4.791, 0.923, -0.500], [-1.488, 0.945, -4.901], [2.542, -2.723, 2.127], [-2.159, -2.249, 1.170], [-3.254, -0.855, 2.345], [-2.938, -2.073, 2.208], [-1.825, -5.091, -1.555], [-3.583, 0.343, -3.818], [3.554, 1.578, -0.658], [0.087, 0.122, 0.305], [-4.286, 4.002, -0.223], [-1.032, 2.146, 5.711], [0.937, 5.025, -2.471], [-2.854, 2.227, 0.849], [0.764, 3.591, -2.039], [-2.657, 0.259, -5.069], [4.777, 1.235, 4.874], [0.441, -1.280, -4.065], [-1.096, -4.011, -2.335], [2.733, -3.231, -1.575], [4.123, -2.828, -1.125], [1.200, -3.187, 2.032], [0.117, 3.151, 5.663], [2.730, 1.214, 3.245], [-3.300, 0.692, -6.288], [-1.129, -6.396, -1.724], [-0.752, 1.099, 4.571], [-4.097, 3.120, 0.965], [3.923, 0.483, 3.767], [4.842, -2.200, -2.283], [-0.658, 3.017, -2.214], [2.252, 0.669, 2.430], [2.023, 1.504, 4.022], [5.228, 2.106, 4.399], [-0.196, 0.486, 1.293], [-2.872, -0.174, 1.705], [3.626, -2.540, 0.607], [4.140, -1.907, -3.063], [-1.214, 0.645, -4.031], [0.440, 0.992, -0.249], [5.475, -1.357, -2.006], [5.515, 0.544, 5.282], [1.040, 2.592, 5.813], [-5.076, 4.688, 0.081], [-0.733, 1.956, -1.975], [-3.804, -0.631, 3.162], [-2.783, 0.342, -7.181], [3.771, 2.565, -1.065], [-0.067, -6.356, -1.484], [-1.979, 2.869, 0.751], [0.150, 0.573, 4.882], [2.568, -2.036, 2.798], [4.101, 1.519, 5.681], [-0.972, -4.322, -3.372], [0.224, 5.679, -1.968], [-2.795, 1.687, 1.794], [-1.224, -6.794, -2.734], [-2.839, -5.239, -1.927], [-3.447, 4.592, -0.592], [4.724, -3.632, -0.701], [-3.112, 0.203, -2.845], [2.981, -0.449, 5.205], [3.033, 1.705, 0.291], [0.977, -3.523, 3.045], [-3.291, 1.779, -6.374], [2.236, -3.833, -0.814], [1.498, 2.946, -2.521], [0.666, -0.697, -4.958], [-4.098, 3.754, 1.852], [-1.547, -7.164, -1.072], [2.655, -3.650, -2.578], [0.179, 3.617, 4.680], [4.523, 0.049, -0.206], [-3.090, 1.605, -0.015], [4.526, 0.147, 2.923], [-1.776, -1.503, 0.607], [-0.148, -3.727, -1.879], [-4.303, 0.273, -6.376], [0.958, -0.533, 0.284], [-1.797, -5.293, 0.374], [-1.970, 2.693, 5.615], [1.494, 0.001, -2.866], [-4.388, -0.388, -3.890], [1.147, -3.933, 1.239], [-0.689, -0.516, -1.286], [-1.592, 0.406, 4.628], [-2.024, -3.204, 0.869], [-4.022, 1.341, -3.829], [5.461, -2.949, -2.778], [0.549, 4.262, -0.297], [-1.425, 3.500, -1.608], [2.932, 0.956, -1.301], [-0.693, 1.477, 3.550], [-4.656, 3.390, -1.045], [0.997, -2.218, -4.084], [-1.682, -3.096, -2.251], [1.993, 5.289, -2.417], [0.518, -2.399, 1.716], [-0.622, -1.518, -4.120], [-0.913, 3.235, -3.251], [3.101, 2.110, 2.748], [-6.051, 2.598, 1.226], [0.123, 3.903, 6.452], [0.853, 5.048, -3.558], [-1.827, 1.069, 7.172], [2.093, -2.348, -1.564], [-2.371, -0.791, -5.137]], "forces_ev_per_angstrom": [[-0.007, -0.539, 1.540], [0.007, 1.590, 0.935], [0.508, -0.511, 1.212], [0.055, -1.298, -0.230], [-0.307, -0.251, -0.127], [-1.135, -1.772, 1.774], [-0.793, -1.274, -0.742], [0.630, -0.735, 1.571], [-0.017, -0.817, -0.180], [0.186, -0.161, 0.250], [1.361, 1.159, 0.587], [0.341, -0.100, -0.644], [1.971, -1.746, -2.144], [-1.977, 5.416, 1.737], [1.215, -3.062, -0.744], [0.753, 0.502, -1.477], [-0.137, 0.570, -0.855], [0.227, 0.288, 0.092], [0.891, 1.465, -0.595], [-0.965, 0.232, -0.491], [0.860, 0.689, -1.613], [0.407, -0.617, -1.975], [-1.269, 1.056, 0.567], [-0.835, -0.066, 0.473], [-0.801, -2.087, 2.180], [-0.922, -0.535, -1.776], [0.074, 1.141, 0.356], [-0.632, 0.399, -0.378], [-0.776, -0.153, 0.458], [0.220, -0.713, -1.156], [0.251, 0.531, 0.248], [0.273, -0.288, 0.275], [0.490, 1.197, -0.768], [-0.957, 0.342, -2.186], [0.555, -1.259, 0.421], [-1.230, 0.254, 1.463], [0.476, -0.314, 0.632], [0.306, -0.058, 1.802], [0.523, -0.006, -0.796], [0.434, 0.608, -0.783], [-0.236, -0.328, 0.287], [0.026, -0.102, -0.093], [0.173, 0.111, 0.401], [-0.010, -0.438, 0.051], [-0.568, 0.118, 0.458], [-0.460, 0.623, 1.198], [-0.071, 0.452, 0.096], [0.845, 0.528, 0.275], [0.158, 0.480, 0.276], [-0.086, -0.025, 0.073], [0.104, 0.128, -0.188], [0.176, -0.083, -0.049], [-0.164, 0.337, -0.463], [0.233, -0.077, -0.206], [0.141, 0.522, -0.381], [0.295, -0.092, 0.020], [-0.384, -0.106, -0.176], [0.125, 0.239, -0.013], [0.194, -0.234, -0.270], [0.031, -0.059, -0.272], [0.263, 0.266, 0.327], [-0.010, 0.256, -0.008], [0.084, 0.300, -0.098], [0.280, 0.185, -0.104], [0.245, -0.225, -0.197], [-0.055, 0.214, -0.105], [-0.321, 0.318, -0.048], [0.230, -0.111, 0.390], [-0.050, -0.797, -0.649], [0.417, -0.079, -0.127], [-0.121, 0.092, 0.066], [-0.102, 0.112, 0.059], [-0.805, -0.538, -0.364], [-0.366, 0.078, 0.227], [0.085, -0.630, -0.183], [-0.070, -0.032, -0.285], [0.108, -0.069, -0.013], [0.524, -0.002, 0.196], [-0.203, -0.094, 0.147], [0.166, -0.396, 0.165], [-0.107, 0.129, 0.033], [0.458, -0.634, 0.160], [0.664, -0.313, 0.053], [0.271, 0.015, 0.168], [-0.232, -0.211, -0.167], [0.197, -0.554, 0.007], [-0.178, 0.293, 0.098], [-0.158, -0.576, 0.505], [-0.186, -0.157, 0.183], [-0.195, -0.145, -0.525], [0.213, -0.074, -0.279], [-0.043, -0.012, -0.084], [0.074, -0.366, 0.425], [-0.045, -0.138, -0.492], [0.080, -0.366, -0.302], [0.081, 0.567, -0.022], [-0.167, 0.088, 0.242], [0.211, -0.042, 0.052], [-0.106, 0.138, 0.618], [0.293, 0.367, 0.218], [-0.408, 0.335, -0.354], [0.126, 0.281, 0.179], [-0.007, 0.032, -0.193], [0.245, 0.137, 0.476], [-0.188, 0.089, -0.401], [-0.074, 0.320, 0.969], [-0.104, 0.110, 0.241], [0.084, -0.014, 0.280], [-0.371, -0.508, -0.192], [-0.190, 0.428, 0.081], [0.156, 0.565, -0.029], [-0.418, 0.080, -0.046], [-0.851, 0.372, -0.298], [-0.147, 0.010, -0.340], [0.233, 0.462, -0.252], [-0.282, -0.626, -0.347]], "lumo_ev": [2.18, 2.11], "multiplicity": 2, "charge": -1, "e_homo_ev": [0.68, -6.75], "s2": 0.750, "orbital_gap_ev": [1.5, 8.9]}

=====

{"formula": "C4H10O2", "method": "ωB97M-V/def2-TZVPD", "symbols": ["O", "O", "C", "C", "C", "C", "H", "H", "H", "H", "H", "H", "H", "H", "H", "H"], "xyz": [[2.403, 1.415, 1.555], [1.301, 0.087, -1.828], [-1.347, 0.337, 0.313], [-1.397, 1.183, -0.750], [-1.492, -1.153, 0.381], [-0.522, -1.941, 0.999], [3.362, 1.342, 1.418], [-0.527, -2.963, 1.384], [-0.926, 0.709, 1.268], [-2.337, -1.738, -0.055], [0.386, -0.280, -1.602], [1.430, -0.131, -2.778], [-0.941, 2.151, -0.669], [-1.951, 1.086, -1.631], [0.453, -1.446, 1.287], [2.104, 1.343, 0.708]], "forces_ev_per_angstrom": [[2.054, 0.237, 3.292], [-1.561, -0.929, -0.528], [1.106, 0.083, -0.632], [0.019, -0.500, 2.574], [0.827, -2.639, 0.825], [0.011, 2.890, -0.202], [-0.346, 0.055, 0.427], [-0.673, 0.046, -0.993], [0.084, -0.036, -0.853], [0.352, 0.971, 0.434], [1.855, 0.772, -0.407], [-0.149, 0.188, 1.000], [-0.069, 0.441, 0.403], [-0.466, -0.973, -1.436], [-1.278, -0.249, -0.095], [-1.767, -0.355, -3.810]], "smiles": "C=CC=C.O.O", "lumo_ev": 0.64, "de_lowest_kcal_mol": 64.3, "e_homo_ev": -9.09, "orbital_gap_ev": 9.7}

=====

{"formula": "C2H3NO3P", "method": "ωB97M-V/def2-TZVPD", "symbols": ["P", "O", "O", "O", "N", "C", "C", "H", "H", "H"], "xyz": [[-3.095, -0.097, -0.057], [-0.433, -0.098, -0.254], [-3.634, -0.305, -1.406], [0.656, 1.327, 1.128], [3.070, -0.626, -0.275], [1.976, -0.196, 0.116], [0.701, 0.255, 0.175], [-0.263, 1.438, 1.450], [-2.623, -1.405, 0.202], [3.645, -0.293, -1.080]], "forces_ev_per_angstrom": [[1.151, 0.045, 0.683], [-0.497, -0.906, -0.817], [-0.735, 0.355, -1.320], [-0.232, 0.676, 0.459], [1.833, -1.075, 0.517], [-1.612, -0.346, -1.545], [0.383, 1.563, 1.769], [0.694, -0.500, -0.662], [0.262, -0.443, 0.640], [-1.248, 0.632, 0.276]], "lumo_ev": 3.38, "de_lowest_kcal_mol": 122.6, "charge": -1, "e_homo_ev": -2.13, "orbital_gap_ev": 5.5}

=====

Number 1: energy -55741.448 eV. Number 2: energy -8402.760 eV. Number 3: energy -19042.263 eV.